1.
{
  "formula": "C43H45AsBBrCl3F4N5O5S2Si2Sn",
  "method": "ωB97M-V/def2-TZVPD",
  "species": ["Sn", "O", "S", "O", "N", "C", "C", "C", "C", "C", "C", "C", "C", "N", "C", "C", "C", "C", "C", "C", "C", "H", "H", "H", "H", "H", "H", "H", "H", "H", "H", "H", "Br", "C", "C", "C", "C", "C", "N", "C", "O", "O", "H", "H", "H", "C", "Si", "C", "C", "As", "Si", "C", "C", "C", "H", "H", "H", "H", "H", "H", "H", "H", "H", "H", "H", "H", "H", "H", "H", "H", "H", "H", "Cl", "C", "C", "C", "C", "C", "C", "N", "C", "C", "N", "C", "O", "C", "C", "C", "Cl", "S", "C", "C", "C", "Cl", "C", "H", "H", "H", "H", "H", "H", "H", "H", "H", "H", "H", "H", "H", "F", "B", "F", "F", "F"],
  "positions_angstrom": [[1.192225, -0.688530, 1.324313], [-0.452002, 1.751580, 1.754357], [0.257510, 2.028267, 3.025158], [1.033896, 3.235002, 3.085271], [1.213328, 0.683213, 3.187415], [2.419725, 0.886622, 3.844834], [2.616094, 1.738941, 4.923856], [3.915996, 2.066689, 5.357814], [5.006590, 1.338860, 4.927801], [4.829724, 0.256415, 3.980932], [5.864440, -0.630029, 3.631306], [5.600671, -1.539687, 2.631169], [4.335958, -1.581143, 1.996790], [3.316958, -0.776740, 2.340003], [3.524240, 0.069937, 3.381502], [-0.959528, 2.026973, 4.251641], [-1.244848, 0.940518, 5.102892], [-2.312277, 1.017998, 5.993903], [-3.026379, 2.219986, 6.106274], [-2.639358, 3.340230, 5.364434], [-1.658227, 3.214658, 4.403533], [1.741377, 2.263216, 5.286823], [4.007729, 2.942383, 5.974516], [5.993539, 1.565983, 5.303728], [6.852481, -0.467394, 4.083621], [6.362558, -2.218188, 2.251412], [4.132139, -2.284255, 1.185725], [-0.631705, 0.056957, 4.996120], [-2.571165, 0.169894, 6.600110], [-3.897296, 2.315775, 6.749092], [-3.200889, 4.271593, 5.466027], [-1.338467, 4.056367, 3.766132], [4.081487, 3.024733, 0.760686], [2.651871, 2.891740, -0.468009], [2.091395, 4.138238, -0.819839], [0.963055, 4.139920, -1.649049], [0.530213, 2.955590, -2.220331], [1.226273, 1.800315, -1.834777], [2.239004, 1.716753, -0.940953], [0.670564, 0.500968, -2.309321], [1.431678, -0.542550, -2.483927], [-0.535039, 0.449282, -2.663174], [2.345249, 5.002713, -0.199803], [0.382121, 5.041483, -1.836681], [-0.337991, 2.875763, -2.853745], [4.314264, -4.597195, -1.695519], [3.275283, -3.334336, -2.601141], [1.486367, -3.789686, -2.609762], [3.946367, -3.383416, -4.371836], [3.408503, -1.075738, -1.739786], [5.297345, 0.017778, -2.873652], [6.747731, -1.166140, -3.006338], [6.028746, 1.515906, -2.062192], [4.679077, 0.497091, -4.578573], [4.312547, -5.513224, -2.306184], [3.928689, -4.888195, -0.755697], [5.331233, -4.234805, -1.719879], [1.079496, -3.898642, -3.610615], [0.843939, -3.080032, -2.081311], [1.411212, -4.746245, -2.093142], [3.772022, -4.415457, -4.683549], [5.011235, -3.222549, -4.509613], [3.416935, -2.671814, -4.997710], [7.250064, -1.350331, -2.038036], [7.428734, -0.629183, -3.667448], [6.455283, -2.083423, -3.527993], [6.331974, 1.235033, -1.051574], [5.304696, 2.361664, -2.022436], [6.939256, 1.803894, -2.640285], [5.026848, -0.210045, -5.360638], [5.088026, 1.478531, -4.828081], [3.583842, 0.586889, -4.600972], [-10.791384, 1.310930, -2.062297], [-9.246285, 0.995096, -1.526366], [-8.905454, -0.340342, -1.385095], [-7.612292, -0.655281, -0.907834], [-6.667187, 0.328763, -0.647638], [-5.212937, -0.161467, -0.489889], [-4.753870, -0.022459, 0.980916], [-3.562838, -0.802194, 1.344464], [-3.474865, -1.779443, 2.351046], [-2.145190, -2.046044, 2.469993], [-1.389358, -1.182338, 1.656973], [-2.269119, -0.529278, 0.927556], [-4.315641, 0.628746, -1.294503], [-3.750494, -0.050147, -2.450084], [-4.762145, 0.003833, -3.589221], [-5.568091, -1.006594, -4.094191], [-5.594600, -2.665100, -3.728008], [-6.720962, -0.379504, -5.203530], [-6.075418, 1.188386, -5.120781], [-5.012850, 1.254640, -4.261530], [-7.103377, 1.675654, -0.669690], [-6.101764, 2.974859, -0.162854], [-8.393527, 2.013372, -1.027278], [-9.610646, -1.133082, -1.599479], [-7.298668, -1.683967, -0.867473], [-5.172712, -1.221211, -0.821680], [-5.561219, -0.407571, 1.662437], [-4.589483, 1.042541, 1.193593], [-4.370709, -2.133635, 2.860423], [-1.654394, -2.761939, 3.108543], [-2.032631, 0.272705, 0.201382], [-3.468188, -1.094738, -2.196225], [-2.807057, 0.517356, -2.683080], [-6.512327, 1.966001, -5.680967], [-4.465795, 2.117394, -3.959922], [-8.696660, 3.045377, -1.043469], [2.507176, -3.713488, 1.101029], [1.166629, -3.800052, 1.618822], [0.974183, -2.615445, 2.542917], [0.326968, -3.589109, 0.506655], [0.970555, -5.034594, 2.220716]],
  "forces_ev_per_angstrom": [[-0.71, 0.39, 0.02], [0.61, 0.48, 1.40], [0.53, -1.91, -3.33], [-0.35, 0.19, 0.28], [-0.73, 0.75, -0.13], [0.82, -0.81, 0.58], [-0.20, -0.27, -1.19], [0.24, -0.71, -0.57], [-0.78, -0.33, -0.28], [-1.05, 0.63, 0.74], [-0.22, 0.53, -0.64], [0.00, -0.25, -0.33], [-0.43, 0.55, 0.15], [1.30, -0.82, 0.64], [0.72, 1.19, 0.63], [-0.79, -0.37, 1.83], [0.19, 0.39, -0.83], [0.07, 0.87, -0.30], [0.31, 0.02, -0.19], [-0.83, -0.32, -0.08], [0.76, 0.88, -0.55], [0.26, 0.16, 0.19], [0.28, -0.03, 0.45], [0.11, -0.06, -0.06], [-0.44, -0.41, -0.25], [-0.14, 0.10, 0.23], [0.13, 0.26, 0.32], [-0.10, -0.19, 0.10], [-0.06, -0.21, 0.12], [0.26, -0.18, 0.10], [0.28, -0.26, -0.01], [-0.43, -0.35, 0.46], [0.08, -0.59, 0.22], [-0.63, 0.70, -0.79], [-1.01, -0.58, 0.80], [0.32, 0.23, 0.01], [1.08, -0.48, 0.83], [-0.37, -0.18, 0.59], [0.02, 1.49, -0.42], [-2.10, -0.94, -1.68], [1.99, -0.45, 0.52], [2.33, 0.24, 0.96], [0.16, -0.18, -0.65], [0.37, 0.00, 0.11], [0.04, -0.05, -0.03], [-0.07, 0.21, -1.25], [0.21, 0.24, -1.19], [-0.43, 0.07, 0.36], [-0.11, -0.15, 0.44], [-1.11, 0.44, 0.69], [-0.57, -0.23, -0.84], [-0.39, -0.22, 0.23], [-0.34, 0.52, 0.12], [0.08, -0.15, -0.37], [-0.11, 0.29, -0.13], [-0.06, 0.04, 1.30], [0.48, -0.05, 0.55], [0.08, -0.01, -0.21], [0.16, -0.09, 0.01], [-0.17, -0.09, 0.03], [-0.23, 0.04, -0.36], [0.15, 0.13, 0.21], [-0.17, -0.09, -0.25], [-0.24, -0.10, -0.56], [0.24, 0.02, 0.03], [0.26, 0.01, 0.36], [0.03, 0.32, 0.07], [0.67, -0.48, 0.06], [-0.68, -0.13, 0.35], [-0.38, 0.30, 0.43], [0.02, 0.04, -0.07], [0.28, -0.15, -0.11], [-1.74, 0.83, -0.72], [1.64, -0.36, 1.71], [1.34, -0.07, 0.67], [-0.77, 0.75, -0.87], [0.21, -0.11, -0.34], [0.22, 0.73, 0.18], [-0.65, -0.77, 0.49], [1.00, 0.13, -0.43], [0.10, 0.78, -0.97], [0.53, 0.73, 0.14], [-0.89, -1.05, -0.26], [-0.78, 0.80, 0.90], [0.10, -0.89, 0.11], [0.07, 0.16, -0.08], [0.31, -0.35, -0.45], [0.37, 1.67, 0.41], [0.08, -0.37, 0.33], [-0.08, -0.44, -0.27], [1.01, -0.32, 0.87], [-0.95, -1.23, 0.47], [-0.14, -0.90, 0.21], [0.52, 0.28, 0.09], [-0.37, -1.11, -1.15], [0.02, 0.14, -0.17], [-0.02, -0.28, 0.02], [-0.01, 0.52, 0.30], [0.60, 0.49, -0.69], [-0.02, -0.33, -0.03], [0.48, 0.00, -0.26], [-0.01, 0.06, 0.02], [-0.29, -0.73, 0.56], [-0.16, 0.56, -0.10], [-1.02, -0.64, 0.11], [-0.35, 0.70, -0.55], [0.18, 0.64, -0.14], [-0.12, 0.13, 0.03], [-0.63, 0.22, 0.69], [0.51, -0.67, -1.34], [0.24, -0.89, -0.37], [0.06, 0.07, 0.91], [-0.08, 1.30, 0.10]],
  "homo_energy_ev": -8.06,
  "lumo_energy_ev": -0.774,
  "charge": 0
}

---

2.
{
  "formula": "C43H45AsN6RuSe2",
  "method": "ωB97M-V/def2-TZVPD",
  "species": ["Ru", "Se", "Se", "C", "C", "C", "C", "C", "N", "C", "C", "C", "C", "C", "N", "H", "H", "H", "H", "H", "H", "H", "H", "C", "C", "C", "C", "C", "C", "C", "C", "C", "C", "H", "H", "H", "H", "H", "H", "H", "H", "H", "H", "H", "H", "C", "C", "C", "C", "N", "C", "N", "N", "N", "H", "H", "H", "H", "H", "H", "H", "H", "H", "H", "C", "C", "C", "C", "C", "C", "As", "C", "C", "C", "C", "C", "C", "C", "C", "C", "C", "C", "C", "H", "H", "H", "H", "H", "H", "H", "H", "H", "H", "H", "H", "H", "H", "H"],
  "positions_angstrom": [[1.285380, 0.537048, 0.427217], [3.940004, -0.727153, 1.821854], [2.374247, 0.791130, 2.732060], [0.941123, -0.458484, 3.028890], [0.662577, -1.060988, 4.229929], [-0.421005, -1.935889, 4.267515], [-1.145163, -2.157039, 3.112446], [-0.791890, -1.487020, 1.946983], [0.230423, -0.633579, 1.907065], [4.275066, 0.324533, 0.231776], [5.582088, 0.361313, -0.223096], [5.868375, 1.053893, -1.389369], [4.840187, 1.703728, -2.051253], [3.564258, 1.622457, -1.529347], [3.270157, 0.941659, -0.413605], [1.268774, -0.856998, 5.101289], [-0.683859, -2.438196, 5.188752], [-1.976408, -2.847488, 3.089686], [-1.330297, -1.642918, 1.026031], [6.362922, -0.130932, 0.339710], [6.883263, 1.096786, -1.761030], [5.017856, 2.270899, -2.953536], [2.734258, 2.118044, -2.016370], [1.771147, -2.735437, -0.584505], [-0.472646, -3.791011, -0.175925], [-1.079692, -3.030326, -1.329720], [0.817235, -3.637708, 0.140131], [-1.346986, -4.700733, 0.609673], [-0.838674, -5.871749, 1.173686], [-1.637561, -6.690564, 1.955479], [-2.966045, -6.360108, 2.186662], [-3.491836, -5.209950, 1.617667], [-2.690831, -4.393781, 0.831138], [1.624851, -1.674540, -0.292799], [1.654170, -2.770596, -1.666380], [2.805377, -2.974305, -0.339886], [-0.867303, -1.957179, -1.272173], [-2.156527, -3.166269, -1.396140], [-0.660208, -3.388032, -2.269328], [1.214871, -4.193335, 0.982161], [0.185500, -6.159563, 0.973601], [-1.226005, -7.600413, 2.371835], [-3.591163, -7.005096, 2.789183], [-4.531317, -4.952690, 1.775199], [-3.130077, -3.506153, 0.389744], [0.950370, -2.557189, -4.912601], [0.303436, -1.295593, -5.472386], [-1.187258, -1.211433, -5.160354], [1.051061, -0.041194, -5.016051], [0.682816, 0.429891, -3.668841], [-0.074988, 1.484925, -3.347984], [-0.124917, 1.591108, -2.044575], [0.605753, 0.568823, -1.584576], [1.105416, -0.138806, -2.547904], [0.378754, -3.441214, -5.194688], [1.003221, -2.520748, -3.825140], [1.965814, -2.679843, -5.291919], [0.427405, -1.307359, -6.558678], [-1.373100, -1.264058, -4.083795], [-1.714634, -2.045105, -5.621493], [-1.633626, -0.290132, -5.541829], [0.833959, 0.802648, -5.669955], [2.127793, -0.204980, -5.012685], [-0.545948, 2.142052, -4.059093], [-4.505545, 1.971295, -1.036481], [-3.860184, 3.199543, -0.989726], [-2.612509, 3.313715, -0.392955], [-2.010796, 2.193973, 0.168435], [-2.653927, 0.963081, 0.113951], [-3.900513, 0.851157, -0.484873], [-0.262407, 2.311236, 0.977742], [-0.620144, 2.312059, 2.881164], [-1.716761, 1.644244, 3.414966], [-1.887068, 1.583949, 4.791774], [-0.963053, 2.181633, 5.638065], [0.128624, 2.856688, 5.108284], [0.300309, 2.924197, 3.732057], [0.376589, 4.101450, 0.697725], [-0.309206, 5.184973, 1.243327], [0.183239, 6.468612, 1.068116], [1.362230, 6.672366, 0.361164], [2.053242, 5.593076, -0.168900], [1.559494, 4.306578, 0.001454], [-5.479116, 1.888449, -1.500662], [-4.329196, 4.074470, -1.420117], [-2.111753, 4.272480, -0.383673], [-2.184051, 0.082032, 0.531274], [-4.399316, -0.108839, -0.519893], [-2.452982, 1.186245, 2.766022], [-2.751626, 1.079261, 5.203063], [-1.102894, 2.137745, 6.709949], [0.837634, 3.344299, 5.764269], [1.135070, 3.484407, 3.324281], [-1.218640, 5.031168, 1.812735], [-0.349344, 7.310836, 1.488964], [1.745569, 7.675557, 0.231457], [2.978028, 5.753303, -0.707537], [2.101036, 3.457686, -0.393815]],
  "forces_ev_per_angstrom": [[0.25, 0.03, 0.81], [0.08, 0.11, -0.08], [-0.10, -0.18, -0.35], [-0.02, -0.01, 0.04], [0.03, 0.01, -0.02], [-0.04, -0.02, -0.03], [0.00, -0.01, 0.01], [0.07, -0.04, -0.01], [-0.28, 0.16, -0.36], [-0.07, 0.00, -0.01], [0.03, -0.01, 0.00], [0.00, -0.01, 0.02], [-0.02, -0.01, 0.00], [0.03, -0.01, -0.04], [-0.23, 0.26, -0.04], [0.00, 0.00, 0.00], [0.00, -0.01, 0.00], [-0.01, -0.02, -0.01], [-0.02, -0.02, -0.01], [0.00, 0.00, 0.00], [0.00, 0.00, 0.00], [0.00, 0.00, 0.00], [0.00, 0.00, 0.01], [0.04, -0.04, 0.11], [0.02, -0.04, -0.04], [-0.01, 0.05, 0.04], [0.02, 0.05, -0.02], [0.02, 0.02, -0.01], [0.01, -0.01, 0.02], [0.00, 0.00, 0.00], [0.00, 0.00, 0.00], [0.00, 0.01, 0.01], [-0.01, 0.03, 0.00], [-0.05, -0.13, -0.03], [-0.04, 0.02, -0.02], [0.00, -0.04, -0.03], [0.01, 0.01, 0.00], [0.02, 0.01, 0.00], [0.06, -0.01, -0.11], [-0.01, 0.05, 0.04], [-0.01, -0.01, 0.00], [0.00, 0.00, 0.00], [0.00, 0.00, 0.00], [0.00, 0.00, 0.00], [0.01, 0.00, 0.01], [-0.03, -0.03, -0.02], [0.00, -0.01, 0.03], [0.01, -0.01, 0.01], [0.04, 0.04, 0.02], [0.02, -0.03, 0.00], [0.00, 0.02, -0.02], [-0.01, 0.07, 0.06], [-0.03, -0.25, 0.01], [-0.02, -0.03, 0.04], [0.01, 0.00, 0.00], [-0.04, -0.02, 0.10], [0.00, 0.00, 0.01], [-0.02, 0.01, 0.00], [0.01, 0.00, 0.00], [0.00, 0.00, 0.00], [0.00, 0.00, 0.00], [-0.01, -0.01, -0.01], [0.01, 0.02, 0.01], [-0.02, -0.01, 0.00], [0.01, 0.03, 0.00], [-0.03, -0.02, 0.00], [0.02, 0.00, 0.01], [0.03, 0.02, -0.02], [0.00, -0.05, -0.02], [0.02, -0.01, 0.02], [0.32, -0.03, -0.19], [0.05, -0.04, 0.01], [-0.01, 0.00, 0.01], [-0.01, -0.01, -0.01], [0.02, 0.00, 0.00], [-0.01, -0.02, 0.02], [-0.03, 0.01, 0.01], [-0.01, 0.00, 0.04], [0.00, 0.01, 0.02], [-0.01, 0.00, -0.01], [0.00, 0.00, -0.01], [0.00, 0.00, 0.00], [-0.01, 0.01, -0.01], [0.00, 0.00, 0.00], [0.00, 0.00, 0.00], [-0.01, 0.00, 0.00], [-0.02, 0.07, -0.04], [0.00, 0.00, 0.00], [-0.01, 0.01, -0.01], [0.00, 0.00, 0.00], [0.00, 0.00, 0.00], [0.00, 0.01, 0.00], [-0.01, 0.02, 0.00], [0.00, 0.00, 0.01], [0.00, 0.00, 0.00], [0.00, 0.00, 0.00], [0.00, 0.00, 0.00], [0.00, 0.00, 0.01]],
  "homo_energy_ev": -12.55,
  "lumo_energy_ev": -6.050,
  "charge": 2
}

---

For the records above, the corresponding frontier orbital gap values read 7.3; 6.5 eV.